Computed, not measured: one molecule with the formula C4H7N3O at a distorted geometry, with ωB97M-V with the def2-TZVPD basis set.

HOMO ... -7.4 eV
F_max ... 0.2022 Eh/bohr
DFT total energy ... -10776.598 eV
SMILES ... Cc1nc(N)c(O)[nH]1
Net charge ... 0

Atoms and positions in Å:
O  -1.829  -1.621  0.008
N  0.482  1.132  -0.198
N  -1.873  1.604  0.098
N  0.577  -1.099  0.027
C  2.917  0.098  0.137
C  1.282  0.090  -0.116
C  -0.729  -0.867  0.126
C  -0.804  0.600  -0.077
H  -1.707  1.843  1.013
H  -2.643  -0.946  -0.397
H  -1.870  2.416  -0.513
H  3.091  -0.462  0.902
H  3.142  1.264  0.240
H  1.081  -1.929  -0.326
H  3.239  -0.206  -0.880

Atoms 1-2, force components in eV/Å:
-3.163 0.972 -1.390
-0.066 -1.897 0.701



Computed, not measured: C4H16FN8O4Ti2 as an isolated structure at a distorted geometry, with ωB97M-V with the def2-TZVPD basis set.

HOMO (alpha / beta) ... -8.4 / -12.4 eV
F_max ... 0.0472 Eh/bohr
DFT total energy ... -73461.997 eV
Multiplicity ... 7
Net charge ... +1

Atoms and positions in Å:
Ti  2.401  -0.176  2.733
Ti  0.122  -2.301  2.286
F  0.898  -0.420  0.991
O  -0.059  -3.910  0.302
O  3.037  0.602  -2.232
O  -1.885  -1.600  1.915
O  1.610  1.966  3.526
N  -1.806  0.362  0.754
N  0.904  2.545  1.411
N  0.090  -2.289  -1.274
N  1.471  1.378  -3.753
N  0.825  4.068  3.037
N  0.889  0.855  -1.606
N  -0.547  -4.406  -1.867
N  -3.644  -0.978  0.644
C  -0.209  -3.535  -0.883
C  1.090  2.771  2.738
C  1.901  0.938  -2.536
C  -2.443  -0.719  1.220
H  0.162  -1.633  -0.508
H  0.531  3.240  0.796
H  -3.821  -0.370  -0.132
H  -0.397  -5.359  -1.581
H  -4.181  -1.725  1.045
H  2.158  1.565  -4.464
H  0.639  1.939  -3.697
H  -0.627  -4.018  -2.788
H  0.610  -2.102  -2.114
H  -2.219  1.096  0.211
H  1.076  0.324  -0.766
H  -0.853  0.415  1.103
H  0.119  4.570  2.536
H  1.102  4.379  3.956
H  1.084  1.635  1.012
H  -0.028  0.894  -2.016

Atoms 1-2, force components in eV/Å:
-0.850 0.418 0.073
-0.041 0.087 -1.391



Computed, not measured: C31H36BiBrN8O3 as an isolated structure at a distorted geometry, with ωB97M-V with the def2-TZVPD basis set.

HOMO ... -6.8 eV
F_max ... 0.0539 Eh/bohr
DFT total energy ... -126676.472 eV
Net charge ... 0

Atoms and positions in Å:
Bi  0.415  -0.325  -0.218
Br  3.399  5.797  -2.928
O  -1.371  -3.037  -2.287
O  2.554  0.033  -1.663
O  0.597  -2.403  -1.320
N  0.227  1.810  -1.453
N  -0.293  3.479  -2.995
N  -1.493  -0.316  -1.517
N  2.247  -1.776  1.398
N  -1.675  1.665  -2.840
N  -3.375  0.104  -2.880
N  -1.294  1.380  1.555
N  2.592  0.905  1.022
C  2.974  1.694  -3.279
C  3.355  1.852  0.552
C  2.089  -3.103  1.539
C  2.375  -1.015  2.508
C  2.661  0.402  2.313
C  -0.132  -3.045  -2.221
C  -1.907  -3.759  2.185
C  -0.507  1.538  2.818
C  -1.737  2.732  1.110
C  -2.786  -3.090  3.001
C  -1.253  -1.687  1.076
C  1.974  -3.744  2.773
C  -2.477  0.479  1.735
C  3.558  3.513  -1.213
C  -0.493  2.271  -2.403
C  -4.061  -1.027  -2.279
C  0.651  -3.890  -3.228
C  -2.135  0.422  -2.388
C  2.765  0.603  4.740
C  -2.112  -0.995  1.905
C  2.086  -2.979  3.935
C  2.414  -0.723  4.934
C  3.381  2.161  -0.856
C  -3.841  0.604  -4.175
C  3.002  1.231  -1.913
C  -2.928  -1.722  2.829
C  3.346  3.949  -2.521
C  2.883  1.156  3.467
C  2.303  -1.577  3.820
C  -1.174  -3.057  1.201
C  3.086  3.028  -3.546
H  -2.285  2.672  0.166
H  -3.402  -3.602  3.716
H  2.797  1.017  -4.117
H  -2.414  3.196  1.860
H  1.736  -4.798  2.815
H  -3.088  0.460  -4.983
H  2.218  -1.079  5.932
H  -1.801  -1.301  -1.563
H  3.809  4.281  -0.498
H  3.916  2.509  1.232
H  1.754  -3.808  -3.096
H  1.985  -3.652  0.604
H  3.129  2.209  3.358
H  -4.016  -0.964  -1.182
H  -0.848  3.429  0.987
H  -0.190  0.558  3.205
H  -3.634  -1.158  3.429
H  2.946  1.246  5.588
H  -3.628  -2.004  -2.607
H  2.986  3.387  -4.568
H  -3.031  0.747  2.662
H  -5.116  -0.993  -2.598
H  0.642  3.873  -2.898
H  0.373  -3.607  -4.263
H  0.364  -4.979  -3.121
H  -4.137  1.675  -4.120
H  1.084  2.359  -1.320
H  -2.290  2.131  -3.519
H  -1.089  2.070  3.594
H  -0.532  -3.649  0.565
H  -4.735  0.021  -4.412
H  0.388  2.135  2.594
H  -0.802  3.740  -3.830
H  -3.189  0.620  0.884
H  2.009  -3.452  4.898
H  -1.799  -4.828  2.316

Atoms 1-2, force components in eV/Å:
-0.475 -2.016 0.218
0.059 0.192 -0.042



Computed, not measured: one molecule with the formula C2H5NO2S at a distorted geometry, with ωB97M-V with the def2-TZVPD basis set.

HOMO ... -8.9 eV
F_max ... 0.0953 Eh/bohr
DFT total energy ... -18569.997 eV
SMILES ... ON1CCSO1
Net charge ... 0

Atoms and positions in Å:
S  2.406  0.569  -0.194
O  0.969  1.795  0.366
O  -0.996  1.659  -0.742
N  -0.396  1.395  0.456
C  0.875  -0.629  -0.209
C  -0.207  -0.009  0.690
H  0.513  -0.727  -1.287
H  -1.150  -0.424  0.271
H  1.288  -1.641  0.256
H  -0.198  -0.265  1.848
H  -1.328  2.607  -0.871

Atoms 1-2, force components in eV/Å:
-4.859 0.021 0.626
1.360 1.405 0.355



Computed, not measured: a 2-piece molecular cluster, C4H11NO overall at a distorted geometry, with ωB97M-V with the def2-TZVPD basis set.

HOMO ... -9.8 eV
F_max ... 0.0449 Eh/bohr
DFT total energy ... -7864.072 eV
SMILES ... CC(N)=O.CC
Net charge ... 0

Atoms and positions in Å:
O  1.475  1.265  -1.065
N  0.316  -0.643  -1.360
C  -0.275  -0.631  2.678
C  -0.921  1.443  -1.308
C  -0.605  -1.689  1.661
C  0.396  0.737  -1.219
H  0.194  -1.968  0.980
H  -0.899  -2.624  2.142
H  -0.919  2.272  -0.607
H  -1.722  0.777  -0.985
H  -0.458  -1.169  -0.998
H  -1.483  -1.421  1.061
H  -0.215  0.400  2.298
H  -0.861  -0.625  3.594
H  1.172  -1.151  -1.162
H  0.780  -0.618  2.991
H  -1.091  1.582  -2.378

Atoms 1-2, force components in eV/Å:
-0.191 0.409 -0.195
0.556 -0.352 0.032



Relative energy (zero: lowest compared OMol25 entry of this formula, charge and spin) (computed, kcal/mol): 72.6 0.0 0.0 128.5 11.1